An isolated ion of composition C11H13N2O2 and charge +1, computed with wB97M-V/def2-TZVPD.

Values from the calculation:
**SMILES**: CC1(C2=[NH+]CCN2)Oc2ccccc2O1
**Frontier orbital gap**: 8.841 eV
**Charge**: +1
**HOMO energy**: -11.896 eV
**ΔE to the lowest compared entry with this formula, charge and spin**: 0.6696 eV

XYZ file:
```
28
Properties=species:S:1:pos:R:3:forces:R:3
C 3.85091 -1.13160 -0.40735 -0.461 -0.098 -0.843
C 3.81978 -0.85447 0.92777 0.982 0.679 0.130
C 2.85991 -0.69019 -1.26320 -1.930 0.031 1.374
C 2.87013 0.05347 1.40320 -0.819 -0.132 1.654
C 1.70864 -0.17763 -0.66253 -0.348 1.298 -0.522
C 1.72562 0.26413 0.63846 1.399 -0.121 0.163
C -1.42496 0.02716 0.10478 1.820 2.281 -0.851
C -3.15380 -1.32742 -0.56023 -1.248 -1.997 1.715
C -3.44724 -0.79127 0.88096 -0.459 0.305 1.716
C -0.13459 1.12720 -0.26402 -0.024 -2.462 1.380
C -0.56737 2.54488 -0.53942 1.293 -3.118 -5.758
N -1.76668 -0.89257 -0.79275 -1.442 0.416 -0.308
N -2.23637 0.08157 1.12677 -1.717 -1.864 -1.249
O 0.55009 0.44217 -1.27933 0.989 0.035 -0.027
O 0.70473 1.16118 0.87636 -0.198 -0.370 0.018
H 4.72948 -1.62532 -0.74914 0.321 -0.345 -0.655
H 4.76181 -1.22587 1.36214 -0.935 0.729 0.962
H 2.90478 -0.70136 -2.29493 0.254 -0.433 -1.981
H 2.95791 0.57327 2.36999 -0.010 -0.541 -0.417
H -3.22869 -2.47527 -0.55714 0.125 1.806 -0.194
H -3.94937 -0.91661 -1.19292 0.817 -0.026 -0.585
H -4.36222 -0.02503 1.03447 1.766 -2.300 -0.633
H -3.44889 -1.63377 1.69575 -0.276 1.656 -1.572
H 0.25952 3.12936 -0.36861 1.855 1.481 0.572
H -1.34187 2.77958 0.02065 -3.716 1.419 2.531
H -0.78472 2.62599 -1.68490 0.007 -0.073 2.124
H -1.44703 -0.96575 -1.75784 0.630 0.479 0.675
H -2.40954 0.62413 1.93299 1.326 1.265 0.579
```
Positions in Å, forces in eV/Å.

Results of the natural (NBO) charge analysis, in e, for atoms 1 through 6: atom 1 (C): -0.198, atom 2 (C): -0.196, atom 3 (C): -0.229, atom 4 (C): -0.226, atom 5 (C): 0.224, atom 6 (C): 0.204